[1]
Here is a single C6H9N molecule in a non-equilibrium geometry from OMol25. Energies are from the ωB97M-V functional and the def2-TZVPD basis.

## Properties
SMILES string: C#CC[C@]1(C)CN1
F_max in Eh/bohr: 0.046
E in eV: -7853.8790
HOMO-LUMO gap in eV: 9.942

```
16
Properties=species:S:1:pos:R:3:nbo_charge:R:1
C -0.9403 2.8283 0.4959 -0.261
C -1.1103 1.7627 -0.0448 0.014
C -0.9957 0.4390 -0.6998 -0.504
C 0.2195 -0.3678 -0.1015 0.114
C 0.0503 -0.5134 1.4303 -0.630
C 1.3283 -0.8280 -1.1494 -0.225
N 0.4582 -1.8632 -0.7335 -0.613
H -0.7538 3.7539 0.9985 0.239
H -1.9321 -0.1340 -0.6104 0.241
H -0.8512 0.6558 -1.7640 0.239
H 0.1072 0.3635 2.0937 0.229
H 0.8081 -1.2198 1.7475 0.210
H -0.9372 -0.9712 1.6546 0.216
H 1.0834 -0.4628 -2.1471 0.187
H 2.4163 -0.9828 -1.0473 0.199
H 1.0494 -2.4603 -0.1225 0.344
```

[2]
Here is a single C6H9N molecule from OMol25. Energies are from the ωB97M-V functional and the def2-TZVPD basis.

## Properties
SMILES string: C#CC/N=C/CC
F_max in Eh/bohr: 0.012
E in eV: -7855.4828
HOMO-LUMO gap in eV: 10.712

```
16
Properties=species:S:1:pos:R:3:nbo_charge:R:1
C 3.5398 -0.9050 -0.1917 -0.227
C 2.7024 -0.0707 -0.0085 -0.007
C 1.6567 0.9230 0.2310 -0.318
N 0.3445 0.3261 0.2400 -0.412
C -0.6701 0.9055 -0.2173 0.151
C -2.0175 0.2662 -0.1405 -0.455
C -1.9372 -1.2260 0.1521 -0.602
H 4.2792 -1.6335 -0.3423 0.229
H 1.8352 1.3276 1.2365 0.231
H 1.7553 1.7479 -0.4972 0.199
H -0.6378 1.8994 -0.6953 0.140
H -2.5837 0.7759 0.6465 0.219
H -2.5441 0.4508 -1.0796 0.211
H -1.3729 -1.3948 1.0636 0.224
H -1.4214 -1.7350 -0.6571 0.211
H -2.9286 -1.6574 0.2600 0.205
```

[3]
Here is a single C6H9N molecule in a non-equilibrium geometry from OMol25. Energies are from the ωB97M-V functional and the def2-TZVPD basis.

## Properties
SMILES string: Cc1cccn1C
F_max in Eh/bohr: 0.049
E in eV: -7857.2680
HOMO-LUMO gap in eV: 8.770

```
16
Properties=species:S:1:pos:R:3:nbo_charge:R:1
C 0.0384 0.0194 -1.8623 -0.655
C -0.4383 -0.3071 -0.4800 0.139
C -1.5999 -0.9445 0.0008 -0.300
C -1.5148 -0.7276 1.3912 -0.286
C -0.3541 -0.0569 1.7474 -0.088
N 0.2906 0.1960 0.5645 -0.335
C 1.6205 0.7517 0.3474 -0.416
H 0.1700 1.0899 -2.0992 0.218
H -0.6369 -0.4299 -2.6398 0.231
H 1.0392 -0.4254 -2.1505 0.212
H -2.3986 -1.3880 -0.5760 0.225
H -2.2624 -0.9239 2.0758 0.209
H 0.0216 0.2537 2.6962 0.212
H 1.8820 1.2234 1.3058 0.215
H 1.7085 1.6495 -0.3034 0.210
H 2.4341 0.0198 -0.0180 0.210
```

[4]
Here is a molecular structure, C6H9N from OMol25. Energies are from the ωB97M-V functional and the def2-TZVPD basis.

## Properties
F_max in Eh/bohr: 0.009
E in eV: -7851.7808
HOMO-LUMO gap in eV: 7.237

```
16
Properties=species:S:1:pos:R:3:nbo_charge:R:1
C -1.6438 -1.0404 -0.6961 -0.405
N -0.3521 -0.6623 -0.1459 -0.451
C -0.3126 0.2660 1.0015 -0.101
C 1.1851 0.6062 1.1058 -0.215
C 1.8121 -0.2245 -0.0298 -0.643
C 0.6114 0.3321 -0.8333 -0.048
C 0.2583 1.4158 0.2390 -0.289
H -2.1922 -1.6256 0.0480 0.212
H -1.4891 -1.6518 -1.5898 0.215
H -2.2273 -0.1502 -0.9538 0.208
H -1.0344 0.2023 1.8081 0.225
H 1.5868 0.8778 2.0787 0.222
H 0.5310 -1.3635 0.0170 0.436
H 2.7876 0.1684 -0.3338 0.194
H 0.5133 0.3903 -1.9191 0.211
H -0.0342 2.4595 0.2036 0.228
```

[5]
Here is a single C6H9N molecule from OMol25. Energies are from the ωB97M-V functional and the def2-TZVPD basis.

## Properties
F_max in Eh/bohr: 0.008
E in eV: -7853.6965
HOMO-LUMO gap (alpha / beta) in eV: 6.630 / 6.625

```
16
Properties=species:S:1:pos:R:3:nbo_charge:R:1
C -0.5258 2.0784 -0.0174 -0.672
C -0.4520 0.6253 -0.3509 0.377
C 0.6211 -0.0370 -1.0232 -0.552
C 0.8696 -1.2157 0.1711 -0.168
C 1.9351 -1.6242 0.7673 -0.396
C -0.6066 -1.5505 0.4529 -0.268
N -1.2537 -0.2518 0.2528 -0.512
H 0.4969 2.4537 0.1009 0.250
H -1.0515 2.2355 0.9302 0.219
H -1.0119 2.6664 -0.8040 0.243
H 1.4749 0.5955 -1.2709 0.234
H 0.3166 -0.6400 -1.8838 0.246
H 2.9230 -1.2102 0.5594 0.171
H -0.9909 -2.3056 -0.2444 0.202
H -0.7751 -1.8971 1.4781 0.224
H -1.9697 0.0772 0.8819 0.402
```

[6]
Here is a single C6H9N molecule from OMol25. Energies are from the ωB97M-V functional and the def2-TZVPD basis.

## Properties
SMILES string: Cc1c[nH]c(C)c1
F_max in Eh/bohr: 0.011
E in eV: -7857.0760
HOMO-LUMO gap in eV: 8.777

```
16
Properties=species:S:1:pos:R:3:nbo_charge:R:1
C 0.0358 1.4637 -1.8958 -0.618
C -0.1879 1.1942 -0.4333 -0.106
C 0.6812 1.3704 0.6244 -0.076
N 0.6062 0.2283 1.4059 -0.522
C -0.3151 -0.6479 0.8730 0.130
C -0.3131 -2.1340 1.0509 -0.636
C -0.9076 -0.0028 -0.1705 -0.290
H 0.8875 2.1164 -2.0837 0.214
H -0.8458 1.7781 -2.4598 0.211
H 0.3124 0.4675 -2.2840 0.211
H 1.3777 2.1665 0.8915 0.209
H 1.2406 -0.0012 2.1524 0.406
H -0.3724 -2.5113 2.0759 0.212
H -1.1438 -2.5620 0.4769 0.229
H 0.6126 -2.5214 0.5998 0.215
H -1.6682 -0.4046 -0.8237 0.210
```

[7]
Here is a single C6H9N molecule from OMol25. Energies are from the ωB97M-V functional and the def2-TZVPD basis.

## Properties
SMILES string: Cc1ccc(C)[nH]1
F_max in Eh/bohr: 0.010
E in eV: -7858.1091
HOMO-LUMO gap in eV: 8.767

```
16
Properties=species:S:1:pos:R:3:nbo_charge:R:1
C 1.7259 -1.8843 -0.1254 -0.640
C 0.7088 -0.8461 0.2502 0.126
C 0.1387 -0.5417 1.4602 -0.303
C -0.7927 0.5244 1.2533 -0.296
C -0.7549 0.8518 -0.0746 0.127
C -1.4381 1.9121 -0.8813 -0.639
N 0.1665 0.0277 -0.6817 -0.522
H 2.5704 -1.4571 -0.6816 0.216
H 2.1333 -2.3541 0.7757 0.229
H 1.2943 -2.6824 -0.7434 0.213
H 0.3662 -1.0247 2.4030 0.217
H -1.4168 1.0047 1.9955 0.216
H -1.9501 1.5038 -1.7634 0.210
H -2.1843 2.4286 -0.2740 0.228
H -0.7198 2.6619 -1.2380 0.217
H 0.1527 -0.1245 -1.6744 0.401
```

[8]
Here is a single C6H9N molecule from OMol25. Energies are from the ωB97M-V functional and the def2-TZVPD basis.

## Properties
SMILES string: Cc1cc[nH]c1C
F_max in Eh/bohr: 0.004
E in eV: -7858.0558
HOMO-LUMO gap in eV: 8.871

```
16
Properties=species:S:1:pos:R:3:nbo_charge:R:1
C -1.7090 1.1401 -0.2582 -0.626
C -0.7372 0.0118 -0.0438 -0.093
C -1.0992 -1.3579 0.1536 -0.302
C 0.0517 -2.0863 0.3025 -0.075
N 1.0983 -1.2114 0.2118 -0.506
C 0.6415 0.0661 0.0004 0.117
C 1.6602 1.1618 -0.0540 -0.638
H -2.6113 0.7710 -0.7600 0.215
H -1.2864 1.9315 -0.8882 0.211
H -2.0350 1.6058 0.6810 0.212
H -2.1055 -1.7572 0.1823 0.217
H 0.2164 -3.1451 0.4435 0.209
H 2.0755 -1.4525 0.2266 0.405
H 1.3183 2.0380 -0.6110 0.226
H 2.5732 0.7912 -0.5375 0.210
H 1.9484 1.4930 0.9511 0.217
```

[9]
Here is a molecular structure, C6H9N in a non-equilibrium geometry from OMol25. Energies are from the ωB97M-V functional and the def2-TZVPD basis.

## Properties
F_max in Eh/bohr: 0.022
E in eV: -7853.1168
HOMO-LUMO gap in eV: 9.463

```
16
Properties=species:S:1:pos:R:3:nbo_charge:R:1
C -0.7452 -0.0585 1.7104 -0.673
C -1.5499 0.1931 0.4775 -0.033
C 0.9908 1.3379 -0.6679 -0.417
C 1.9297 0.3008 -0.6507 -0.460
C -1.5405 -0.5474 -0.6385 -0.377
C -0.6657 -1.6745 -0.7904 0.266
N 0.0722 -2.5609 -0.9141 -0.338
H -0.0512 -0.8935 1.5785 0.224
H -0.1713 0.8394 1.9590 0.249
H -1.4093 -0.2859 2.5530 0.230
H -2.2142 1.0552 0.4970 0.212
H 0.6403 1.4404 -1.7100 0.149
H 2.1606 -0.3793 -1.4808 0.206
H 2.3057 1.5028 -0.7253 0.315
H 2.4157 0.0316 0.2920 0.204
H -2.1676 -0.3011 -1.4898 0.245
```

[10]
Here is a single C6H9N molecule from OMol25. Energies are from the ωB97M-V functional and the def2-TZVPD basis.

## Properties
SMILES string: CC#CCN1CC1
F_max in Eh/bohr: 0.009
E in eV: -7854.9965
HOMO-LUMO gap in eV: 10.243

```
16
Properties=species:S:1:pos:R:3:nbo_charge:R:1
C -1.5937 -2.4540 1.7019 -0.682
C -1.1843 -1.1684 1.1339 0.016
C -0.8510 -0.1090 0.6665 -0.042
C -0.4755 1.1659 0.0428 -0.286
N 0.9564 1.2397 -0.2312 -0.385
C 1.3144 1.9195 -1.4632 -0.261
C 1.4137 0.4433 -1.3523 -0.262
H -2.6211 -2.6978 1.4125 0.234
H -1.5446 -2.4360 2.7952 0.234
H -0.9445 -3.2610 1.3474 0.235
H -1.0749 1.2916 -0.8780 0.188
H -0.7337 1.9989 0.7073 0.225
H 2.2030 2.5445 -1.4241 0.204
H 0.5041 2.3137 -2.0788 0.186
H 0.6744 -0.1513 -1.8899 0.193
H 2.3794 -0.0380 -1.2201 0.205
```

[11]
Here is a single C6H9N molecule in a non-equilibrium geometry from OMol25. Energies are from the ωB97M-V functional and the def2-TZVPD basis.

## Properties
SMILES string: CC1=CC[C@H]2N[C@@H]12
F_max in Eh/bohr: 0.039
E in eV: -7855.8280
HOMO-LUMO gap in eV: 9.718

```
16
Properties=species:S:1:pos:R:3:nbo_charge:R:1
C -1.7212 1.3504 -0.3987 -0.625
C -0.5129 0.5012 -0.2065 -0.040
C -0.3742 -0.6498 -0.8464 -0.176
C 0.6758 -1.5148 -0.2660 -0.477
C 1.1638 -0.7940 0.9824 -0.069
N 1.8833 0.4240 0.7219 -0.569
C 0.4514 0.5817 0.9434 -0.108
H -2.2850 1.3141 0.5410 0.217
H -2.3469 0.8820 -1.1669 0.217
H -1.5412 2.3933 -0.6615 0.213
H -0.8405 -0.9787 -1.7673 0.205
H 1.3250 -1.3362 -1.1504 0.229
H 0.2981 -2.5306 -0.0632 0.225
H 1.4897 -1.3873 1.8487 0.210
H 2.1380 0.4678 -0.2580 0.340
H 0.1968 1.2769 1.7475 0.208
```

[12]
Here is a single C6H9N molecule from OMol25. Energies are from the ωB97M-V functional and the def2-TZVPD basis.

## Properties
SMILES string: [H]/N=C(\C)C=C=CC
F_max in Eh/bohr: 0.007
E in eV: -7856.1591
HOMO-LUMO gap in eV: 10.238

```
16
Properties=species:S:1:pos:R:3:nbo_charge:R:1
H 2.0596 1.5834 1.0420 0.327
N 1.4684 0.8699 0.6127 -0.620
C 0.2898 0.9341 1.0943 0.285
C -0.1762 1.9359 2.1250 -0.678
C -0.7534 -0.0073 0.6019 -0.384
C -0.4675 -0.9646 -0.2493 0.178
C -0.1044 -1.8748 -1.1079 -0.266
C 0.0139 -1.6291 -2.5894 -0.622
H -0.8992 2.6289 1.6780 0.228
H -0.6777 1.4363 2.9615 0.225
H 0.6653 2.5163 2.5149 0.217
H -1.7755 0.1295 0.9538 0.224
H 0.1856 -2.8557 -0.7312 0.226
H 1.0609 -1.7356 -2.8955 0.222
H -0.5764 -2.3492 -3.1661 0.215
H -0.3132 -0.6181 -2.8447 0.221
```

[13]
Here is 2 unconnected molecules or ions with the total composition C6H9N2O2 in a non-equilibrium geometry from OMol25. Energies are from the ωB97M-V functional and the def2-TZVPD basis.

## Properties
F_max in Eh/bohr: 0.048
Charge: -1
E in eV: -13445.1332
HOMO-LUMO gap in eV: 8.415

```
19
Properties=species:S:1:pos:R:3:nbo_charge:R:1
C 1.5473 -2.1082 3.2517 -0.727
C 1.4794 -0.9584 2.2349 0.774
O 0.4530 -0.2220 2.2363 -0.815
O 2.5182 -0.7573 1.5782 -0.751
H 2.4862 -2.6357 3.1089 0.206
H 0.7185 -2.8171 3.1827 0.197
H 1.5002 -1.6209 4.2274 0.206
C -1.3561 1.4913 -3.4331 -0.624
C -1.1183 -0.2736 -0.3528 0.165
C -0.1610 1.5156 -1.1026 -0.112
C -0.9883 1.0060 -2.0726 0.050
N -0.3921 0.8058 0.0273 -0.538
N -1.5941 -0.1168 -1.5734 -0.521
H -0.0055 0.6789 1.0217 0.481
H -1.1662 -1.1869 0.2115 0.198
H 0.5596 2.3014 -1.1657 0.197
H -1.1057 2.5339 -3.6506 0.198
H -2.4467 1.4889 -3.5141 0.212
H -0.9284 0.8752 -4.2155 0.203
```